# 1
The following is a DFT calculation (ωB97M-V with the def2-TZVPD basis set) of 2 unconnected molecules or ions with the total composition C2H4OS2 at a distorted geometry.

- LUMO (Eh) = -0.0055
- HOMO energy (eV) = -9.30
- E_tot (eV) = -25852.3637
- energy relative to the best compared isomer or geometry (same formula, charge and spin) (kcal per mole) = 95.3
- strongest force on any atom (eV Å⁻¹) = 3.0
- SMILES = C#C.SOS

```
9
C2H4OS2 (ωB97M-V with the def2-TZVPD basis set)
C -2.73 0.38 0.07
C -2.21 1.12 -0.67
S 1.28 0.07 1.24
H 3.89 -0.65 -0.69
H -1.67 1.69 -1.41
H -3.25 -0.07 0.88
H -0.05 -0.44 1.38
S 3.01 -1.63 -0.49
O 1.72 -0.48 -0.30
```

***

# 2
The following is a DFT calculation (ωB97M-V with the def2-TZVPD basis set) of a molecular structure, C2H4OS2 at a distorted geometry.

- LUMO (Eh) = -0.0345
- HOMO energy (eV) = -9.11
- E_tot (eV) = -25852.7018
- energy relative to the best compared isomer or geometry (same formula, charge and spin) (kcal per mole) = 87.5
- strongest force on any atom (eV Å⁻¹) = 5.7

```
9
C2H4OS2 (ωB97M-V with the def2-TZVPD basis set)
C 0.52 0.15 0.06
H -0.51 -1.21 1.33
O -1.74 -0.49 -0.15
S -0.18 1.72 0.18
H -1.31 0.42 -0.96
H 1.21 2.09 -0.56
S 2.12 -0.02 0.00
H 0.29 -1.79 -0.19
C -0.40 -0.87 0.30
```

***

# 3
The following is a DFT calculation (ωB97M-V with the def2-TZVPD basis set) of a single C2H4OS2 molecule at a distorted geometry.

- LUMO (Eh) = 0.0159
- HOMO energy (eV) = -8.81
- E_tot (eV) = -25856.3333
- energy relative to the best compared isomer or geometry (same formula, charge and spin) (kcal per mole) = 3.7
- strongest force on any atom (eV Å⁻¹) = 1.3
- SMILES = OC(=S)CS

```
9
C2H4OS2 (ωB97M-V with the def2-TZVPD basis set)
H -1.28 0.61 0.50
H -0.52 -0.70 1.41
H 1.21 -0.57 -1.03
C 0.80 0.60 0.36
O 1.67 0.09 -0.50
C -0.51 -0.15 0.48
H -1.64 -0.53 -1.52
S -0.78 -1.30 -0.89
S 1.07 1.95 1.19
```

***

# 4
The following is a DFT calculation (ωB97M-V with the def2-TZVPD basis set) of 2 unconnected molecules or ions with the total composition C2H4OS2 at a distorted geometry.

- LUMO (Eh) = -0.0286
- HOMO energy (eV) = -8.71
- E_tot (eV) = -25854.5766
- energy relative to the best compared isomer or geometry (same formula, charge and spin) (kcal per mole) = 44.3
- strongest force on any atom (eV Å⁻¹) = 2.4
- SMILES = OC=S.C=S

```
9
C2H4OS2 (ωB97M-V with the def2-TZVPD basis set)
H 0.56 -0.99 0.91
H -2.07 1.92 -0.54
O 1.30 -0.31 0.71
C 2.45 -0.78 0.23
C -2.67 1.00 -0.61
H 2.76 -1.89 0.37
H -3.71 1.12 -0.89
S 3.62 0.27 -0.32
S -2.24 -0.34 0.13
```

***

# 5
The following is a DFT calculation (ωB97M-V with the def2-TZVPD basis set) of 2 unconnected molecules or ions with the total composition C2H4OS2 at a distorted geometry.

- LUMO (Eh) = -0.0173
- HOMO energy (eV) = -9.61
- E_tot (eV) = -25852.1601
- energy relative to the best compared isomer or geometry (same formula, charge and spin) (kcal per mole) = 100.0
- strongest force on any atom (eV Å⁻¹) = 8.2

```
9
C2H4OS2 (ωB97M-V with the def2-TZVPD basis set)
C -0.24 -0.36 -0.37
S -0.50 0.68 0.87
H -0.65 -0.13 2.06
S 1.00 1.94 1.09
H -1.24 -1.20 -1.08
H 0.87 -1.34 -1.74
H 1.77 -0.12 -0.67
O -1.89 1.17 0.84
C 0.88 -0.66 -0.99
```

***

# 6
The following is a DFT calculation (ωB97M-V with the def2-TZVPD basis set) of a single C2H4OS2 molecule at a distorted geometry.

- LUMO (alpha / beta) (Eh) = -0.0222 / -0.0222
- HOMO energy (alpha / beta) (eV) = -7.89 / -7.89
- E_tot (eV) = -25852.4247
- energy relative to the best compared isomer or geometry (same formula, charge and spin) (kcal per mole) = 93.9
- strongest force on any atom (eV Å⁻¹) = 3.2

```
9
C2H4OS2 (ωB97M-V with the def2-TZVPD basis set)
C -0.97 -1.20 -1.59
C 1.01 0.39 -0.16
H 0.69 2.13 2.75
S 0.06 0.96 2.76
S 1.37 -0.01 1.38
H 0.60 1.33 -0.48
O -0.16 -0.78 -0.72
H -1.38 -0.58 -2.38
H -1.23 -2.25 -1.56
```

***

# 7
The following is a DFT calculation (ωB97M-V with the def2-TZVPD basis set) of a single C2H4OSi molecule at a distorted geometry.

- LUMO (Eh) = 0.0259
- HOMO energy (eV) = -8.82
- E_tot (eV) = -12061.2937
- energy relative to the best compared isomer or geometry (same formula, charge and spin) (kcal per mole) = 17.6
- strongest force on any atom (eV Å⁻¹) = 8.7
- SMILES = O=C=C[SiH3]

```
8
C2H4OSi (ωB97M-V with the def2-TZVPD basis set)
Si -1.09 0.37 0.06
H 0.26 -1.55 -0.61
O 2.85 0.27 0.38
H -1.35 1.11 -1.19
H -0.93 1.14 1.19
C 1.82 -0.13 -0.03
H -1.99 -0.58 0.44
C 0.42 -0.63 -0.25
```

***

# 8
The following is a DFT calculation (ωB97M-V with the def2-TZVPD basis set) of 2 unconnected molecules or ions with the total composition C2H4P2 at a distorted geometry.

- LUMO (Eh) = 0.0104
- HOMO energy (eV) = -9.71
- E_tot (eV) = -20712.6136
- energy relative to the best compared isomer or geometry (same formula, charge and spin) (kcal per mole) = 50.4
- strongest force on any atom (eV Å⁻¹) = 2.1
- SMILES = C#P.C=P

```
8
C2H4P2 (ωB97M-V with the def2-TZVPD basis set)
H 1.92 2.25 -0.51
C -1.79 -1.23 -0.65
C 1.01 0.22 0.51
H -1.41 -1.71 -1.55
H 0.66 -0.41 1.33
H 0.64 -0.22 -0.41
P -2.68 -0.63 0.41
P 1.66 1.71 0.86
```